ORCA calculation (wB97M-V/def2-TZVPD) on C17H36GeN5NiO3Se4Si3 as an isolated structure in a non-equilibrium geometry.

As for the spin multiplicity: 4. The energy above the lowest of the compared OMol25 structures with the same formula, charge and spin is 105.7 kJ/mol. For the molecular weight, the calculation gives 889.9 g/mol. The calculation puts the HOMO energy (alpha / beta) at -0.043 / -0.049 hartree. Its charge is -2. As for the gap between HOMO and LUMO (alpha / beta): 5.523 / 5.612 eV.

Each line ends with the Mulliken spin population.
CARTESIAN COORDINATES (ANGSTROEM)
1 Se -3.940 3.157 -0.825  0.423
2 Si 2.083 -2.899 -1.866  0.036
3 N 1.898 0.675 3.027  0.002
4 H 4.296 -3.034 1.803  0.000
5 Se -1.897 0.084 -0.476  0.122
6 C 0.912 1.443 2.460  -0.005
7 H 3.174 -0.637 -2.178  -0.003
8 H -0.130 -3.394 3.754  0.001
9 C 1.659 3.962 -0.610  -0.005
10 C -2.240 -3.685 -1.623  -0.002
11 C 0.706 -2.726 3.570  0.004
12 H 2.298 -5.412 -1.906  -0.002
13 H 2.051 -0.219 2.582  0.000
14 O 0.060 0.904 1.714  0.038
15 Se -3.517 -0.995 0.604  0.038
16 H 4.378 3.031 -0.678  -0.003
17 C -2.067 -4.380 1.408  0.001
18 C 3.576 -2.782 2.578  0.002
19 H 2.710 1.155 3.385  0.000
20 N 0.634 1.742 -0.968  0.007
21 H 3.498 -4.685 -2.959  0.001
22 C 2.787 1.742 -0.065  0.007
23 N -0.972 4.250 1.846  0.005
24 H 2.027 4.361 0.334  0.003
25 H 3.873 -1.804 -3.288  0.000
26 Ni 0.479 -0.115 -0.075  1.562
27 H 2.410 -5.645 1.362  0.000
28 H -1.211 -6.584 -0.590  -0.001
29 H 0.034 -5.900 -1.612  0.000
30 H -3.271 -3.889 -1.351  0.000
31 H 2.564 -5.507 3.099  0.000
32 H 3.738 -4.687 -1.221  -0.001
33 C 0.891 2.818 2.812  0.005
34 H 4.848 1.714 0.426  0.002
35 C 1.946 -5.230 2.250  0.007
36 O -0.434 2.326 -1.416  -0.059
37 H 1.267 -2.617 4.496  0.000
38 H -1.500 -4.928 2.158  0.000
39 H -2.006 -4.245 -2.525  0.001
40 C 3.511 -1.666 -2.269  0.002
41 H 0.285 -1.912 -3.308  0.000
42 H 0.637 4.304 -0.771  -0.002
43 H 3.980 3.131 1.041  -0.002
44 Ge 0.710 -2.410 0.100  0.018
45 H 4.361 -1.798 -1.602  0.000
46 H 0.983 -5.710 2.371  0.000
47 N 2.618 0.472 0.126  0.109
48 Se -2.199 2.340 0.242  0.512
49 C 0.937 -2.777 -3.403  -0.005
50 C 1.658 2.466 -0.565  0.096
51 Si 1.774 -3.323 2.089  0.015
52 H -2.975 -4.940 1.199  0.000
53 H 3.662 -1.718 2.779  0.000
54 H -2.192 -2.627 -1.869  0.001
55 O 3.746 -0.256 0.555  0.017
56 C -0.121 3.616 2.304  0.003
57 H 2.290 4.342 -1.419  0.005
58 C 1.893 3.401 3.567  0.001
59 Si -1.033 -4.093 -0.185  0.014
60 C 4.083 2.451 0.196  0.005
61 H 3.887 -3.297 3.485  0.000
62 H -2.373 -3.433 1.839  0.000
63 H 0.359 -6.199 0.078  -0.001
64 C 2.991 -4.586 -2.002  0.014
65 H 1.488 -2.671 -4.336  0.001
66 H 3.425 -1.170 0.575  0.005
67 N 2.758 3.891 4.161  0.002
68 H 0.280 -1.754 3.328  -0.003
69 H 0.301 -3.653 -3.486  0.000
70 C -0.399 -5.864 -0.619  0.005

=====

ORCA calculation (wB97M-V/def2-TZVPD) on C41H61ClIN9O2PPt as an isolated structure in a non-equilibrium geometry.

As for the spin multiplicity: 5. The energy above the lowest of the compared OMol25 structures with the same formula, charge and spin is 0.0 kJ/mol. For the molecular weight, the calculation gives 1100.4 g/mol. The calculation puts the HOMO energy (alpha / beta) at -0.327 / -0.361 hartree. Its charge is +1. As for the gap between HOMO and LUMO (alpha / beta): 6.031 / 5.936 eV.

Each line ends with the Mulliken spin population.
CARTESIAN COORDINATES (ANGSTROEM)
1 C -3.888 3.319 1.833  0.000
2 H 0.502 -5.744 -0.802  0.002
3 C 5.551 2.639 4.326  0.250
4 C -3.158 2.222 -5.177  -0.003
5 C -5.478 0.758 2.897  -0.003
6 C 4.163 1.191 3.018  0.546
7 H -3.277 -6.465 -1.024  0.000
8 H -3.181 -1.770 -5.225  0.001
9 H 0.961 -1.906 4.679  0.000
10 H -3.150 -4.660 -2.445  0.000
11 H -0.827 5.724 -4.063  0.000
12 H -3.823 3.782 -0.694  -0.001
13 C 0.995 5.482 1.441  0.000
14 H -2.534 -3.792 -0.150  -0.006
15 N -2.991 0.304 0.250  0.147
16 H -6.354 0.948 2.230  0.001
17 C 1.965 -3.353 -2.312  -0.007
18 N -3.135 0.916 -5.262  0.004
19 C -3.775 0.988 1.067  0.029
20 H 4.153 -3.911 2.652  0.000
21 C 3.446 -3.095 2.557  -0.007
22 C -0.109 -5.297 -0.072  -0.001
23 H -4.030 2.062 -1.252  0.000
24 H 3.553 -3.751 -3.744  0.000
25 C 3.329 -3.051 -2.978  0.004
26 H -3.211 -0.674 0.138  -0.010
27 H 1.141 -3.286 -3.084  0.004
28 C -2.517 -1.291 -4.457  -0.002
29 H 2.855 -1.733 -4.615  0.000
30 H -3.102 3.028 2.572  0.003
31 H -0.950 -7.226 0.176  0.000
32 H -4.845 3.412 2.391  0.001
33 C 1.487 -1.963 3.717  -0.027
34 C 0.699 4.272 1.999  0.026
35 C 6.091 4.878 3.490  0.286
36 C 4.732 3.451 2.112  0.167
37 N 1.252 -2.707 1.362  0.008
38 C -4.337 2.824 -0.528  -0.004
39 H 5.552 1.900 5.121  0.008
40 H 3.062 -3.334 0.475  0.001
41 H -5.770 -0.095 3.607  0.000
42 C -2.348 4.450 -4.343  0.002
43 H -1.929 -6.000 0.951  0.000
44 H 3.449 -2.439 4.640  0.001
45 H 4.046 -2.263 2.223  0.005
46 H -1.422 -4.818 -2.830  0.000
47 C 0.139 3.278 1.155  0.007
48 H -1.949 -7.081 -1.892  0.000
49 H 3.577 0.999 2.122  0.101
50 H 2.403 -3.808 4.297  0.001
51 C 2.753 -2.839 3.905  0.001
52 H 0.978 6.701 -0.339  0.000
53 H -2.456 -0.507 3.167  -0.001
54 C 0.172 4.817 -0.686  -0.001
55 N -0.773 2.553 -0.956  0.048
56 H 2.360 -4.594 1.434  0.000
57 H 3.494 -1.295 -1.016  0.002
58 C -3.484 -0.764 2.789  0.003
59 C -1.815 -3.769 -0.966  0.019
60 C 3.340 -1.676 -3.632  0.000
61 C -2.157 -4.890 -2.021  -0.001
62 H 3.077 0.280 -2.813  0.000
63 H 1.037 4.006 2.978  -0.004
64 C 2.519 -3.493 1.381  0.005
65 H 1.738 -0.913 3.383  0.021
66 Pt -0.921 0.562 -0.311  1.410
67 H -1.945 -2.742 -1.366  -0.009
68 N -0.447 -3.903 -0.473  -0.002
69 H 0.459 -5.275 0.832  0.000
70 H 2.002 -4.375 -1.872  0.000
71 H 4.109 -3.115 -2.229  0.000
72 C 4.816 2.415 3.132  -0.156
73 C -1.909 0.799 -3.198  0.007
74 H 4.155 3.259 1.168  0.009
75 C -2.209 -6.251 -1.228  0.000
76 H -3.638 4.238 1.309  0.000
77 H -2.506 4.700 -5.393  0.000
78 P 0.426 -2.491 -0.114  -0.048
79 H 1.510 6.282 2.015  -0.001
80 C 6.198 3.868 4.505  -0.131
81 C 2.453 -1.135 -1.323  0.050
82 H -3.309 -1.506 2.048  0.000
83 C -1.412 3.014 -2.070  0.006
84 H -3.572 2.663 -6.053  0.000
85 Cl 6.695 6.469 3.817  0.029
86 C -1.366 -6.216 0.047  0.000
87 H 1.519 -0.435 -3.124  0.003
88 C -2.551 2.977 -4.190  0.000
89 H 5.366 5.417 1.557  -0.005
90 O -1.553 -0.037 -2.256  0.153
91 O -1.025 4.783 -3.894  0.000
92 H -4.004 -1.223 3.599  0.001
93 H 0.011 4.955 -1.753  -0.002
94 C 0.713 5.749 0.102  -0.001
95 H 4.375 -1.316 -3.743  0.000
96 H -3.049 5.049 -3.695  -0.001
97 C -0.206 3.572 -0.203  0.010
98 H -5.436 2.960 -0.578  0.001
99 H 2.089 -0.344 -0.677  -0.036
100 H 6.877 4.106 5.366  -0.003
101 C 5.385 4.611 2.249  -0.113
102 H -0.259 -1.942 2.491  -0.019
103 H 0.184 -3.489 3.093  0.007
104 N -0.583 -1.294 -0.096  0.952
105 H -1.472 -1.683 -4.611  0.000
106 H -1.758 4.029 -2.046  -0.013
107 N -4.063 2.313 0.805  0.007
108 N 1.618 -2.349 -1.251  0.084
109 C -2.485 0.200 -4.410  0.035
110 C -1.895 2.257 -3.164  -0.039
111 H 4.105 0.517 3.850  0.011
112 I -0.111 1.405 2.109  0.138
113 C 2.513 -0.703 -2.787  -0.004
114 C 0.594 -2.557 2.643  0.020
115 H -5.256 1.637 3.504  0.002
116 H -2.804 -1.702 -3.497  0.001
117 N -4.223 0.345 2.210  0.022

=====

ORCA calculation (wB97M-V/def2-TZVPD) on C3H6INO in the gas phase in a non-equilibrium geometry.

The energy above the lowest of the compared OMol25 structures with the same formula, charge and spin is 464.9 kJ/mol. Its structure (SMILES) is CO/N=C(/C)I. For the molecular weight, the calculation gives 199.0 g/mol. The calculation puts the HOMO energy (alpha / beta) at -0.292 / -0.319 hartree. As for the gap between HOMO and LUMO (alpha / beta): 8.531 / 9.023 eV.

Each line ends with the Löwdin charge.
CARTESIAN COORDINATES (ANGSTROEM)
1 O -0.486 1.817 -0.112  -0.291
2 H 1.069 2.516 1.068  0.086
3 H 1.539 1.829 -0.500  0.079
4 I -3.359 0.465 -0.019  0.828
5 C -1.507 -2.031 -0.149  -0.216
6 H 0.731 3.424 -0.442  0.085
7 N -0.210 0.508 -0.206  -0.003
8 H -0.486 -2.391 -0.196  0.078
9 C 0.789 2.440 0.014  -0.092
10 C -1.564 -0.582 -0.108  -0.704
11 H -1.997 -2.424 0.749  0.076
12 H -2.075 -2.400 -1.009  0.075

=====

ORCA calculation (wB97M-V/def2-TZVPD) on C5H12N2 in the gas phase in a non-equilibrium geometry.

The energy above the lowest of the compared OMol25 structures with the same formula, charge and spin is 469.6 kJ/mol. For the molecular weight, the calculation gives 100.2 g/mol. The calculation puts the HOMO energy (alpha / beta) at -0.295 / -0.259 hartree. As for the gap between HOMO and LUMO (alpha / beta): 8.884 / 7.076 eV.

Each line ends with the Löwdin charge.
CARTESIAN COORDINATES (ANGSTROEM)
1 H -0.487 2.302 -0.737  0.088
2 H 0.020 -0.173 2.376  0.073
3 C 0.424 0.333 -0.365  -0.386
4 N 0.872 -1.924 0.398  0.038
5 C -0.166 -0.894 0.340  -0.438
6 H 1.604 -1.640 1.043  0.069
7 H -0.871 1.588 -2.918  0.064
8 N -0.837 1.352 -0.791  -0.038
9 H 1.393 1.995 0.613  0.056
10 H -1.574 0.020 -2.223  0.059
11 H 0.598 -0.026 -1.498  0.151
12 H -1.490 0.300 1.582  0.068
13 C -0.765 -0.506 1.695  -0.065
14 C 1.509 1.036 0.129  0.033
15 H 2.512 0.767 -0.170  0.060
16 H -0.965 -1.289 -0.295  0.128
17 H -1.266 -1.368 2.138  0.071
18 C -0.991 0.919 -2.070  -0.102
19 H 0.482 -2.791 0.752  0.070